# C7H15N3S

An isolated molecule of C7H15N3S (the ωB97M-V functional and the def2-TZVPD basis, OMol25).

SMILES string	NCCCSC1=NCCCN1
E_LUMO	0.742	eV
energy	-838.01729	a.u.
HOMO-LUMO gap	9.4	eV
HOMO level	-0.319	hartree

Positions of all 26 atoms, in Å:
C1 2.4386 0.6500 0.2186
C2 2.6065 -0.8714 -0.0231
C3 1.4650 -1.2475 -0.9410
C4 -0.9676 -0.8575 -0.2252
C5 -1.8176 1.1707 -0.6277
C6 -3.2978 0.6461 -0.2446
C7 -2.9201 -0.2045 1.0283
H1 4.4058 0.8395 -0.1048
H2 3.5893 2.1278 0.9619
H3 1.5926 0.7087 1.0075
H4 2.0133 1.2627 -0.4302
H5 3.5896 -1.2005 -0.5952
H6 2.6831 -1.7398 0.7934
H7 1.7557 -1.8008 -1.8868
H8 0.8539 -0.1671 -1.1820
H9 -1.4060 2.0428 -0.0843
H10 -1.9713 1.7823 -1.5698
H11 -3.5174 -0.0650 -1.0744
H12 -4.1866 1.2154 -0.1608
H13 -3.8471 -0.7813 1.3651
H14 -2.5186 0.3936 1.8040
H15 -1.5523 -1.8005 1.4762
N1 3.7082 1.0281 0.7323
N2 -0.8425 0.2214 -0.8478
N3 -1.9731 -1.1916 0.6125
S1 0.1163 -2.1617 -0.0021



# C4H8O

An isolated molecule of C4H8O (the ωB97M-V functional and the def2-TZVPD basis, OMol25).

SMILES string	C[C@H]1C[C@H]1O
E_LUMO	1.005	eV
energy	-232.40671	a.u.
HOMO-LUMO gap	10.9	eV
HOMO level	-0.363	hartree

Positions of all 13 atoms, in Å:
C1 1.2426 0.5434 -0.6465
C2 -0.1320 -0.0843 -0.6551
C3 -0.4704 -1.2784 0.2029
C4 -1.0681 0.0568 0.5133
O1 -0.6235 0.6581 1.6945
H1 1.7171 0.4693 0.3375
H2 1.1943 1.6043 -0.9249
H3 1.8986 0.0470 -1.3694
H4 -0.6227 -0.0599 -1.6267
H5 0.2822 -1.6022 0.9165
H6 -1.0898 -2.0707 -0.2062
H7 -2.1243 0.2203 0.2944
H8 -0.2039 1.4963 1.4698



# C5H6S3

An isolated molecule of C5H6S3 (the ωB97M-V functional and the def2-TZVPD basis, OMol25).

SMILES string	CC1=C(C=S)SCS1
E_LUMO	-1.007	eV
energy	-1388.56562	a.u.
HOMO-LUMO gap	7.0	eV
HOMO level	-0.293	hartree

Positions of all 14 atoms, in Å:
C1 1.9200 -0.3788 0.0908
C2 0.5121 0.1015 0.3458
C3 -0.5177 -0.6030 -0.0850
C4 -1.3954 1.9031 0.5472
C5 -0.8278 -1.9143 -0.6057
H1 2.0926 -1.3281 -0.6307
H2 2.5714 0.1549 -0.4956
H3 2.5747 -0.4585 0.9914
H4 -1.6047 2.7789 -0.1271
H5 -1.7383 2.4604 1.5482
H6 0.3248 -2.1941 -1.0843
S1 -2.0713 0.3816 -0.0631
S2 0.3381 1.8088 0.5550
S3 -2.1786 -2.7123 -0.9869



# C44H48IrN9O3PS2Te

A structure of composition C44H48IrN9O3PS2Te (the ωB97M-V functional and the def2-TZVPD basis, OMol25).

E_LUMO (spin up / spin down)	-4.381 / -7.723	eV
spin multiplicity	6
energy	-3933.36446	a.u.
HOMO-LUMO gap (spin up / spin down)	7.0 / 4.9	eV
expectation value of S²	8.782
HOMO level (spin up / spin down)	-0.417 / -0.464	hartree
net charge	+2

Positions of all 109 atoms, in Å:
Ir1 1.2728 0.6934 0.8261
C1 2.2592 0.5091 5.7739
C2 2.9310 -0.3671 4.7567
C3 3.9787 0.5021 4.1360
C4 2.0227 -1.0620 3.7553
C5 0.8962 -1.8697 4.4152
O1 -0.2432 -0.9505 4.4937
C6 0.0600 0.0343 3.6417
N1 1.2118 -0.0478 2.9969
C7 -0.8909 1.1944 3.7159
C8 -1.4688 1.4176 4.9410
C9 -2.2113 2.5992 5.1833
C10 -2.5445 3.4467 4.1078
C11 -2.1553 3.0673 2.8226
C12 -1.2873 2.0115 2.6495
P1 -0.8703 1.4280 0.9839
C13 -1.4675 2.7485 -0.1756
C14 -0.5413 3.7569 -0.4898
C15 -0.9153 4.8118 -1.3409
C16 -2.2250 4.8350 -1.8495
C17 -3.1496 3.8080 -1.5242
C18 -2.7322 2.7311 -0.7827
C19 -2.1580 0.1724 0.7654
C20 -2.0116 -0.7457 -0.2603
C21 -3.0589 -1.4976 -0.7151
C22 -4.2507 -1.4867 -0.0538
C23 -4.4004 -0.6809 1.0783
C24 -3.3546 0.2109 1.4620
H1 2.9450 1.1066 6.4225
H2 1.5704 -0.0978 6.4601
H3 1.6828 1.2444 5.2249
H4 3.4138 -1.1850 5.2715
H5 3.4499 1.3315 3.7629
H6 4.4881 0.0883 3.2781
H7 4.6029 0.7954 4.9387
H8 2.6265 -1.6334 3.0640
H9 1.1282 -2.1739 5.4470
H10 0.5608 -2.7034 3.7944
H11 -1.3103 0.6955 5.7547
H12 -2.4827 2.8431 6.1721
H13 -2.9060 4.4445 4.3211
H14 -2.3683 3.7111 1.9918
H15 0.4780 3.6658 -0.0930
H16 -0.2410 5.6229 -1.6182
H17 -2.5676 5.7142 -2.3882
H18 -4.1389 3.9097 -1.9394
H19 -3.3968 1.9097 -0.5773
H20 -1.1020 -0.8622 -0.8646
H21 -2.8503 -2.1020 -1.6166
H22 -5.0399 -2.1077 -0.4761
H23 -5.3510 -0.5538 1.6143
H24 -3.4937 0.8585 2.2839
O2 3.1233 -0.5560 0.6794
N2 4.2933 0.1317 0.3754
C25 5.3061 -0.6745 0.0091
C26 6.5674 -0.1476 -0.2852
C27 6.7884 1.2232 -0.1863
C28 5.6601 2.0188 0.0848
C29 4.4101 1.4806 0.3928
S1 3.0328 2.4812 0.6642
H25 5.0698 -1.7263 0.0526
H26 7.4309 -0.7849 -0.5430
H27 7.7944 1.6099 -0.3011
H28 5.8005 3.0682 0.2133
Te1 1.3518 -3.7173 0.3197
C30 1.4137 -5.5609 1.1054
C31 2.5536 -6.3404 1.0587
C32 2.4580 -7.4857 1.8375
C33 1.2701 -7.5179 2.5764
S2 0.2736 -6.1984 2.2350
H29 3.3977 -6.1860 0.4000
H30 3.1497 -8.2851 2.0031
H31 1.0072 -8.2565 3.3134
N3 -3.6881 -5.4298 -0.2169
N4 -2.9210 -4.7266 0.7175
N5 -3.3515 -3.9475 1.7101
C34 -2.2481 -3.4133 2.1463
N6 -1.1417 -3.7895 1.4048
N7 -1.6226 -4.6285 0.5000
H32 -4.1714 -6.1987 0.2451
H33 -4.3505 -4.7687 -0.5589
H34 -2.2485 -2.6815 2.9464
C35 -3.2777 0.7073 -6.9712
C36 -2.9400 1.8303 -6.0380
N8 -1.5652 1.7999 -5.4843
C37 -0.6818 2.8377 -5.8882
C38 -0.3835 2.9328 -7.3567
C39 -1.4004 0.8947 -4.5133
O3 -2.2833 0.1532 -4.1001
C40 -0.0599 0.7234 -3.8565
C41 1.1090 0.3985 -4.5295
C42 2.1847 -0.0537 -3.8195
C43 2.1541 -0.0636 -2.4637
N9 1.0464 0.2956 -1.7815
C44 -0.0241 0.6663 -2.4745
H35 -4.1962 0.9641 -7.5978
H36 -3.4849 -0.2389 -6.4562
H37 -2.4680 0.4790 -7.6688
H38 -3.6571 1.8105 -5.1997
H39 -3.0832 2.7555 -6.5499
H40 0.2088 2.8909 -5.2212
H41 -1.1934 3.7952 -5.5600
H42 0.0489 2.0297 -7.8027
H43 0.1671 3.8196 -7.5584
H44 -1.3512 3.0879 -7.8396
H45 1.1620 0.4585 -5.6157
H46 3.0859 -0.2490 -4.2798
H47 2.9789 -0.4704 -1.8861
H48 -0.8985 0.9611 -1.9286



# C15H31CrNO3P2

A structure of composition C15H31CrNO3P2 (the ωB97M-V functional and the def2-TZVPD basis, OMol25).

E_LUMO (spin up / spin down)	0.308 / -1.562	eV
spin multiplicity	5
energy	-2597.49311	a.u.
HOMO-LUMO gap (spin up / spin down)	7.5 / 5.7	eV
expectation value of S²	6.095
HOMO level (spin up / spin down)	-0.263 / -0.268	hartree

Positions of all 53 atoms, in Å:
P1 0.4300 -2.3514 -1.9115
P2 0.4790 2.6114 -1.1850
C1 0.9135 0.4754 -3.1079
C2 1.1868 1.9400 -2.7891
H1 1.8993 0.0000 -3.3537
H2 0.5626 -0.0927 -2.2207
H3 2.2757 2.0794 -2.6521
H4 0.8574 2.5917 -3.6066
C3 -1.2602 2.8673 -1.6620
H5 -1.7479 3.4579 -0.8798
H6 -1.7867 1.9120 -1.7660
H7 -1.3339 3.4076 -2.6157
C4 1.2993 4.1773 -1.0125
H8 0.8917 4.9202 -1.7035
H9 2.3629 4.0262 -1.2162
H10 1.1575 4.5064 0.0198
C5 -0.8279 -3.4422 -2.7073
H11 -1.0866 -4.2674 -2.0267
H12 -0.4788 -3.8288 -3.6780
H13 -1.7155 -2.8203 -2.8954
C6 2.0029 -3.1152 -2.4938
H14 2.7701 -2.3260 -2.5402
H15 1.8859 -3.5360 -3.5055
H16 2.3132 -3.8958 -1.7841
Cr1 -0.3498 -0.1157 -4.7530
C7 0.1094 1.3094 -6.0630
C8 -1.3262 1.2788 -5.7868
C9 -2.3123 0.6060 -6.7122
C10 -1.8742 -0.8333 -7.1216
C11 -1.0727 -1.5225 -6.0265
C12 0.3810 -1.5808 -5.9553
C13 1.2963 -0.8388 -6.8832
C14 0.8229 0.6223 -7.2014
C15 0.2850 -2.7075 -0.1448
H17 0.6599 2.1748 -5.6601
H18 -1.7429 2.1308 -5.2267
H19 -2.4803 1.2161 -7.6118
H20 -3.3128 0.5481 -6.2477
H21 -2.7876 -1.4215 -7.3192
H22 -1.3504 -0.8179 -8.0947
H23 -1.6263 -2.3567 -5.5494
H24 0.8233 -2.4985 -5.5255
H25 1.4475 -1.3932 -7.8216
H26 2.2978 -0.7918 -6.4279
H27 1.7284 1.2118 -7.4122
H28 0.2552 0.6369 -8.1457
H29 1.2557 -2.4668 0.3062
H30 0.0186 -3.7568 0.0362
H31 -0.4734 -2.0384 0.3002
O1 -1.8051 0.1103 0.6455
N1 -1.5581 1.2136 1.1208
O2 -1.1508 1.4843 2.2378
O3 0.6774 1.6256 -0.0863



# C4H4Cl2O

A structure of composition C4H4Cl2O (the ωB97M-V functional and the def2-TZVPD basis, OMol25).

E_LUMO	0.616	eV
energy	-1150.37694	a.u.
HOMO-LUMO gap	10.1	eV
HOMO level	-0.349	hartree

Positions of all 11 atoms, in Å:
C1 -0.6721 0.4700 -0.0967
C2 -0.6109 1.6385 -0.7715
C3 0.6171 -0.1827 0.6960
C4 0.5426 -1.6168 0.3220
O1 1.2876 0.4697 1.4105
Cl1 -1.8970 2.3829 -1.5027
Cl2 0.8253 2.4464 -1.1129
H1 -1.4845 -0.0009 0.2772
H2 -0.4386 -1.9925 0.8117
H3 1.4156 -2.1396 0.7290
H4 0.4149 -1.4749 -0.7625



Question: The lowest energy belongs to which entry?
Answer: C44H48IrN9O3PS2Te